Here is 3 unconnected molecules or ions with the total composition H5O2S from the OMol25 dataset. Energies are from wB97M-V/def2-TZVPD.

Structure (XYZ):
```
8
H5O2S, DFT wB97M-V/def2-TZVPD
S 1.5571 -1.2597 -0.1147
H 0.8263 -2.2388 0.4090
H 1.0943 1.1577 1.1673
H 0.4062 1.3186 -0.1205
O 0.3785 1.6807 0.7779
H -1.5158 0.5223 -0.4835
H -1.0243 -0.8950 -0.6644
O -1.7223 -0.2858 -0.9710
```

Values from the calculation:
- highest occupied orbital energy (eV) = -3.200
- LUMO energy (eV) = 4.39
- energy (Eh) = -551.71544
- ΔE to the lowest compared entry with this formula, charge and spin (kJ/mol) = 17.2
- net charge = -1
- largest force on an atom (eV/Å) = 0.43